[1]
140
Properties=species:S:1:pos:R:3 method="wB97M-V/def2-TZVPD" gap_ev=5.7951 max_force_ev_per_a=7.6 relative_energy_kj_mol=533.5 charge=0 e_tot_ha=-7103.9615
Hg -0.414 -2.951 -2.882
C 0.099 -1.133 -0.779
O -0.776 -2.045 -0.762
O 0.545 -1.064 -1.934
O 0.365 -0.346 0.116
O 1.941 -4.147 -2.149
S 3.284 -4.217 -1.498
O 3.607 -5.141 -0.400
O 4.414 -4.556 -2.679
C 4.650 -3.582 -3.669
C 5.592 -4.154 -4.706
C 3.655 -2.458 -1.045
H 5.051 -2.656 -3.255
H 3.680 -3.241 -4.029
H 5.325 -5.163 -5.021
H 6.572 -4.343 -4.268
H 5.660 -3.397 -5.487
H 3.078 -2.356 -0.126
H 3.264 -1.824 -1.841
H 4.722 -2.418 -0.824
O -4.686 -5.019 -2.328
S -3.994 -3.802 -1.983
O -2.808 -3.389 -2.783
O -5.132 -2.581 -2.081
C -4.848 -1.322 -2.615
C -5.158 -1.280 -4.053
C -3.722 -3.773 -0.196
H -3.803 -1.021 -2.549
H -5.407 -0.536 -2.108
H -6.173 -1.566 -4.328
H -4.595 -2.072 -4.548
H -4.941 -0.267 -4.392
H -2.641 -3.673 -0.099
H -4.110 -4.719 0.183
H -4.115 -2.847 0.222
O 5.525 1.738 1.722
S 4.699 0.693 2.300
O 5.159 -0.629 2.681
O 3.912 1.483 3.475
C 4.300 1.358 4.819
C 3.865 0.187 5.633
C 3.235 0.559 1.157
H 3.963 2.255 5.338
H 5.388 1.414 4.848
H 4.775 -0.380 5.828
H 3.235 -0.538 5.117
H 3.571 0.492 6.637
H 2.881 1.562 0.919
H 2.418 0.147 1.750
H 3.282 -0.053 0.256
O -1.576 -1.677 -4.431
S -1.715 -0.673 -5.441
O -2.352 -0.952 -6.726
O -2.457 0.622 -4.693
C -2.966 1.668 -5.471
C -2.353 3.059 -5.133
C 0.005 -0.095 -5.680
H -3.995 1.885 -5.185
H -2.791 1.705 -6.546
H -2.999 3.839 -5.535
H -1.290 3.072 -5.377
H -2.229 3.381 -4.100
H 0.473 -0.069 -4.696
H -0.082 0.888 -6.144
H 0.475 -0.961 -6.144
O 0.172 -5.155 4.020
S 0.972 -3.933 4.026
O 1.280 -3.156 5.198
O 2.412 -4.189 3.116
C 3.461 -3.208 3.111
C 4.887 -3.966 2.867
C 0.158 -2.749 2.865
H 3.593 -2.630 4.026
H 3.292 -2.534 2.271
H 5.652 -3.281 2.504
H 4.782 -4.865 2.259
H 5.421 -4.324 3.747
H 0.287 -1.804 3.393
H -0.874 -2.973 2.597
H 0.728 -2.700 1.937
O 0.175 3.652 -3.199
S 1.522 3.559 -2.672
O 2.764 4.026 -3.374
O 1.612 4.076 -1.056
C 2.699 4.917 -0.637
C 3.822 4.162 -0.029
C 1.846 1.796 -2.256
H 2.152 5.547 0.065
H 3.115 5.438 -1.500
H 4.202 3.313 -0.598
H 3.580 3.785 0.965
H 4.597 4.849 0.312
H 2.372 1.416 -3.132
H 0.907 1.325 -1.966
H 2.571 1.740 -1.443
O -4.249 1.883 0.188
S -3.468 2.631 -0.846
O -4.005 2.855 -2.144
O -2.911 4.041 -0.164
C -2.120 4.848 -1.006
C -2.084 6.307 -0.491
C -1.793 1.710 -1.066
H -2.389 4.914 -2.060
H -1.147 4.371 -1.126
H -3.041 6.821 -0.576
H -1.387 6.993 -0.974
H -1.909 6.182 0.578
H -1.474 1.451 -0.056
H -1.233 2.422 -1.671
H -2.144 0.847 -1.632
O -0.077 4.106 3.956
S -0.275 2.796 3.309
O 0.274 1.617 3.924
O -1.911 2.602 3.068
C -2.725 3.788 2.954
C -3.443 3.782 4.378
C 0.345 2.997 1.555
H -3.411 3.578 2.134
H -2.198 4.718 2.739
H -2.746 3.868 5.213
H -3.969 2.894 4.729
H -4.107 4.621 4.585
H 0.672 1.999 1.263
H 1.084 3.786 1.687
H -0.623 3.290 1.149
O -4.905 -1.090 2.844
S -3.483 -1.110 3.254
O -2.956 -0.650 4.508
O -3.089 -2.737 2.995
C -3.911 -3.729 3.565
C -2.998 -4.637 4.334
C -2.438 -0.468 1.810
H -4.454 -4.331 2.837
H -4.743 -3.378 4.175
H -2.631 -5.426 3.678
H -3.644 -5.100 5.079
H -2.232 -4.103 4.896
H -2.613 -1.017 0.885
H -1.389 -0.571 2.088
H -2.747 0.576 1.758

=====

[2]
114
Properties=species:S:1:pos:R:3 method="wB97M-V/def2-TZVPD" smiles=COCCNCCOC.COCCNCCOC.COCCNCCOC.COCCNCCOC.CCO.CCO gap_ev=9.0120 max_force_ev_per_a=2.6 relative_energy_kj_mol=361.8 charge=0 e_tot_ha=-2081.1662
C 2.515 1.526 -4.045
O 3.574 1.376 -3.129
C 3.223 1.124 -1.818
C 4.353 0.399 -1.082
N 4.533 -0.918 -1.645
C 5.320 -1.906 -0.939
C 6.209 -2.749 -1.851
O 7.202 -3.357 -1.067
C 8.070 -4.162 -1.847
H 2.931 1.928 -4.968
H 1.818 2.282 -3.672
H 2.038 0.573 -4.280
H 2.368 0.428 -1.732
H 2.869 2.038 -1.310
H 4.129 0.315 -0.019
H 5.258 1.006 -1.230
H 4.661 -0.917 -2.645
H 4.640 -2.617 -0.458
H 5.983 -1.458 -0.194
H 6.636 -2.105 -2.635
H 5.618 -3.481 -2.415
H 7.465 -4.801 -2.501
H 8.544 -4.883 -1.179
H 8.799 -3.545 -2.372
C 1.481 -7.596 -1.942
O 1.478 -6.195 -1.792
C 0.815 -5.862 -0.580
C 0.743 -4.351 -0.343
N 0.651 -4.025 1.064
C 2.001 -3.990 1.705
C 1.868 -4.002 3.219
O 1.119 -5.167 3.536
C 0.875 -5.310 4.923
H 2.006 -7.813 -2.871
H 0.485 -8.030 -1.833
H 2.103 -8.120 -1.199
H 1.330 -6.384 0.240
H -0.187 -6.311 -0.512
H -0.118 -3.955 -0.881
H 1.683 -3.954 -0.732
H 0.271 -4.686 1.739
H 2.553 -3.079 1.442
H 2.603 -4.814 1.307
H 1.365 -3.117 3.623
H 2.872 -4.058 3.658
H 0.470 -6.304 5.064
H 0.152 -4.544 5.246
H 1.719 -5.038 5.567
C 0.815 5.925 8.328
O 0.389 4.992 7.351
C -0.958 5.237 6.949
C -1.192 4.627 5.598
N -0.415 5.277 4.571
C -0.714 4.938 3.202
C -1.914 5.739 2.684
O -2.355 5.340 1.381
C -3.033 4.104 1.457
H 1.836 5.619 8.570
H 0.140 6.096 9.163
H 1.058 6.894 7.864
H -1.227 6.300 6.947
H -1.596 4.765 7.711
H -2.267 4.726 5.422
H -1.015 3.548 5.711
H 0.576 5.247 4.749
H -0.806 3.855 3.049
H 0.100 5.295 2.568
H -1.558 6.765 2.580
H -2.817 5.760 3.305
H -2.908 3.489 0.567
H -4.117 4.258 1.542
H -2.821 3.474 2.324
C -6.308 5.797 -5.057
O -5.320 5.163 -4.277
C -4.772 4.008 -4.897
C -3.604 3.532 -4.049
N -3.212 2.194 -4.439
C -1.960 1.709 -3.893
C -1.727 0.267 -4.277
O -2.467 -0.733 -3.559
C -3.798 -0.999 -3.951
H -6.078 6.008 -6.103
H -6.366 6.816 -4.649
H -7.296 5.389 -4.839
H -4.365 4.266 -5.880
H -5.578 3.280 -5.044
H -3.770 3.546 -2.961
H -2.767 4.220 -4.198
H -3.960 1.533 -4.477
H -1.930 1.823 -2.805
H -1.137 2.237 -4.389
H -0.709 -0.048 -4.038
H -1.824 0.175 -5.366
H -3.892 -1.393 -4.970
H -4.480 -0.169 -3.781
H -4.093 -1.853 -3.337
C -2.409 -3.109 2.404
C -2.964 -3.503 1.055
O -3.205 -2.352 0.258
H -2.634 -3.895 3.140
H -2.754 -2.171 2.829
H -1.319 -3.148 2.373
H -3.896 -4.067 1.089
H -2.253 -4.143 0.518
H -2.351 -1.884 0.206
C -1.429 0.708 -0.251
C -0.255 -0.168 -0.541
O -0.584 -1.447 0.041
H -1.658 0.956 0.786
H -2.364 0.261 -0.605
H -1.422 1.636 -0.832
H 0.675 0.258 -0.164
H -0.211 -0.369 -1.616
H 0.154 -1.994 0.337

=====

> What is the charge in the second record?

0

=====

> Which value of charge does entry 1 give?

0

=====

> Look up the charge of the first one.

0